67
Properties=species:S:1:pos:R:3:forces:R:3:mulliken_charge:R:1 method="wB97M-V/def2-TZVPD" charge=-1 multiplicity=1
C -0.626558 0.184609 4.236988 0.2 0.3 0.1 -0.915
C -1.484487 1.174946 3.202465 2.0 0.3 1.2 0.211
C -0.408979 2.027124 2.247927 -2.0 -0.7 1.2 -0.240
N -0.280073 1.241444 0.962573 2.4 -0.3 1.7 0.356
C 1.003144 1.530640 0.216336 -1.6 -1.7 -2.3 0.901
B 1.655468 3.040065 0.231200 0.3 1.8 0.5 0.491
O 2.173134 3.760494 1.420363 0.2 -3.9 -1.4 -0.679
N 1.802022 3.794716 -1.112783 1.0 0.4 2.3 -0.207
C 3.197929 4.440156 -0.984244 0.4 1.0 -0.2 -0.833
C 0.789423 4.914759 -1.222859 -1.0 0.1 -0.6 -0.898
C 0.473735 1.430978 -1.367099 -4.5 2.4 -2.0 0.223
O -0.652860 1.977642 -1.869681 8.2 -4.0 3.0 -0.633
O 1.436958 0.610899 -2.135693 -1.8 -1.2 2.0 -0.372
C 1.725311 -0.551702 -1.231230 -0.1 0.6 2.8 0.476
O 0.524177 -1.304827 -0.822902 1.8 0.7 -3.2 0.285
C -0.175523 -1.881493 -2.006218 -2.0 -0.5 -0.4 -0.598
C -1.618703 -2.470641 -1.405199 1.1 0.5 0.5 0.136
C -1.318597 -3.797964 -0.456158 0.4 0.0 0.2 -1.071
C -2.255667 -1.207375 -0.522886 0.3 0.2 -1.4 0.714
C -3.892405 -1.129709 -0.585064 0.1 -0.3 1.0 -0.325
C -4.459789 -1.864691 0.805752 -0.1 -1.5 -1.4 -1.096
C -4.407328 0.427163 -0.606338 -0.3 0.0 -2.8 -1.027
C 3.023946 -1.499903 -1.647219 -0.1 1.4 1.1 -1.024
I 3.110973 -1.843649 -3.837939 0.0 0.3 1.0 0.039
C 3.092560 -2.878427 -0.761576 -1.2 -0.8 -0.8 -0.108
C 2.877551 -4.263398 -1.612669 0.3 -1.2 0.9 -1.064
I 5.147850 -2.991495 0.075540 -0.9 0.1 -0.2 -0.004
C 2.124082 0.290304 0.158054 0.9 1.3 -1.0 -1.296
O 2.317165 -0.515860 1.391020 1.6 1.8 -1.5 -0.523
H -0.517770 -0.901064 3.759002 -0.4 2.2 1.2 0.179
H 0.477289 0.568643 4.418684 -2.1 -0.6 -0.4 0.196
H -1.127945 0.148284 5.315894 1.0 -0.2 -2.4 0.283
H -2.160496 0.467647 2.559391 1.5 1.8 1.4 -0.344
H -2.163469 1.933557 3.822313 1.5 -1.7 -1.4 0.422
H -0.927620 3.047321 1.996503 1.4 -1.7 0.5 0.157
H 0.571157 2.113929 2.881299 -1.6 0.2 -1.3 -0.038
H -0.249343 0.217142 1.238755 -0.1 1.6 -0.5 0.061
H 2.581788 3.023436 1.990825 -1.3 1.8 -0.7 0.332
H 3.056782 5.451708 -0.370537 0.8 -2.2 -1.1 0.284
H 3.659983 4.726555 -2.026034 -1.1 -0.6 1.8 0.242
H 3.977560 3.715941 -0.463968 -1.7 1.6 -1.0 0.228
H 0.829126 5.557781 -0.245855 -0.1 -0.7 -1.9 0.312
H 1.028875 5.516422 -2.209508 -0.4 -0.9 2.2 0.287
H -0.315952 4.514180 -1.348731 2.4 0.5 0.3 0.205
H -0.452564 -1.057503 -2.811488 0.8 -1.4 1.8 0.263
H 0.450817 -2.704789 -2.556628 -1.0 1.5 1.3 0.180
H -2.293916 -2.747705 -2.326687 1.3 0.5 1.8 0.332
H -0.901202 -3.467286 0.610855 -1.0 -0.6 -2.3 0.143
H -0.477421 -4.487298 -0.930376 -1.7 1.4 0.8 0.285
H -2.266932 -4.466769 -0.274784 1.8 1.5 -0.4 0.337
H -1.844009 -0.205791 -1.014824 -0.8 -2.1 1.1 -0.499
H -1.801237 -1.263504 0.554853 -1.2 0.0 -2.1 -0.120
H -4.261459 -1.719643 -1.533073 0.6 1.1 1.7 0.335
H -3.673610 -1.591157 1.638529 -2.0 -2.4 -1.7 0.336
H -5.458179 -1.321244 1.085563 1.7 -1.6 -0.4 0.293
H -4.568492 -3.026452 0.644382 -0.2 1.8 0.0 0.245
H -3.797996 0.991115 0.250380 -1.7 -0.1 -3.7 0.223
H -4.253952 0.916121 -1.669377 -0.3 -1.1 1.5 0.321
H -5.557226 0.427813 -0.378507 2.1 0.1 -0.3 0.332
H 3.980416 -0.836610 -1.405476 -2.2 -1.5 -0.8 0.719
H 2.340870 -2.904242 0.156200 1.7 0.5 -2.1 0.345
H 1.797694 -4.358433 -2.077710 2.3 0.5 0.8 0.233
H 3.740123 -4.484208 -2.403375 -2.1 0.8 1.6 0.352
H 2.958000 -5.154750 -0.823398 -0.2 2.0 -1.6 0.386
H 3.109540 0.873504 -0.176119 -1.6 -1.5 0.9 0.477
H 3.273537 -0.342021 1.700391 -2.3 -0.5 -0.8 0.408
Cl -3.657226 0.184565 1.662177 0.4 3.0 5.9 -0.651



66
Properties=species:S:1:pos:R:3:forces:R:3:mulliken_charge:R:1 method="wB97M-V/def2-TZVPD" e_above_lowest_ev=1.765 multiplicity=1
Sn -0.798897 -1.251050 0.071067 0.8 0.1 0.1 0.360
N 2.201921 -0.024081 -2.199478 -1.1 1.9 -0.1 -0.550
N 1.220847 -0.785771 -2.837234 -0.1 0.6 -1.3 0.050
C 0.866052 -1.962896 -2.318132 0.8 -0.4 1.1 0.101
N -0.205142 -2.586681 -2.836557 -0.4 0.0 -0.4 -0.215
S 1.566425 -2.479312 -0.873820 0.9 -1.2 -1.6 -0.316
H 1.698889 0.515352 -1.428030 1.0 -1.1 -1.0 0.035
H 2.876077 -0.663737 -1.820674 0.2 -0.2 0.3 0.325
H 0.692865 -0.336630 -3.619592 0.9 -0.6 1.2 0.260
H -0.677386 -2.245526 -3.652729 0.0 0.1 -0.1 0.159
H -0.502247 -3.460586 -2.457351 0.1 -0.2 0.1 0.190
N -1.335209 0.017602 2.053033 -1.1 0.7 -1.1 -0.402
C -1.844786 -0.887256 3.073158 0.0 -0.2 1.1 -0.504
C -0.790863 -2.047622 3.239960 0.9 1.2 1.3 -0.444
N -0.519452 -2.703078 1.958952 0.3 -2.5 1.9 -0.238
H -0.414616 0.378585 2.256540 0.2 0.0 0.2 0.226
H -1.932457 0.822173 1.785307 0.3 -0.8 0.5 0.263
H -2.847083 -1.290458 2.818811 0.7 0.1 -0.4 0.226
H -2.052371 -0.321920 4.023229 0.6 -0.8 -0.4 0.415
H -1.106289 -2.763679 4.007203 -0.2 0.3 0.0 0.362
H 0.205051 -1.600242 3.636923 -1.6 -0.5 -0.7 0.177
H -1.186012 -3.479435 1.831706 0.2 0.4 0.0 0.237
H 0.416998 -3.184996 1.971179 -1.2 1.0 -0.1 0.259
C -4.583200 0.535469 -0.693773 -1.0 0.3 -0.3 -0.712
Si -4.072944 -1.167483 -1.333426 0.5 -0.6 0.5 0.204
C -3.379247 -0.884891 -3.040851 -0.5 0.2 -1.1 -0.775
C -5.537007 -2.326384 -1.333652 -0.9 -0.8 0.2 -1.020
C -2.781959 -2.087914 -0.319939 -1.7 0.8 0.5 -0.645
H -5.486673 0.947049 -1.254616 1.0 -0.7 0.7 0.308
H -3.783133 1.237251 -0.931419 0.2 0.1 0.3 0.079
H -4.825994 0.569624 0.388214 0.2 0.0 -0.6 0.314
H -4.173833 -0.422043 -3.666428 0.5 0.1 0.3 0.355
H -3.130295 -1.784554 -3.626257 0.1 0.1 0.5 0.270
H -2.504147 -0.211472 -3.002691 -0.3 -0.2 0.0 0.143
H -6.341585 -1.932413 -1.982348 0.0 -0.2 0.4 0.294
H -5.920304 -2.484109 -0.271607 0.3 0.3 -1.3 0.235
H -5.285472 -3.343303 -1.737352 0.0 0.9 0.4 0.280
H -2.602344 -3.030328 -0.842649 0.2 0.0 0.0 0.300
H -3.315309 -2.360327 0.629174 0.5 0.1 -0.4 0.154
C -0.110727 4.228028 -0.514955 0.9 -0.8 0.7 -1.429
C 0.013737 3.183469 -1.668644 -0.4 0.5 -0.1 2.124
C 1.473325 3.180689 -2.163530 -0.2 0.2 0.1 -1.765
C -0.974309 3.568666 -2.824766 -0.3 -1.5 -0.4 -1.501
C -0.300660 1.840205 -1.155157 0.4 2.4 -1.0 0.569
C -0.359953 0.678957 -0.868139 -1.8 -0.7 0.2 -1.925
H 0.337110 5.188458 -0.840136 -0.4 -0.4 0.3 0.395
H 0.471377 3.819688 0.389170 -0.8 0.8 -1.2 0.270
H -1.159238 4.356540 -0.213432 0.3 0.1 -0.1 0.346
H 1.622092 4.200786 -2.505990 0.6 0.3 0.1 0.557
H 1.649060 2.552077 -3.053373 -0.1 -0.1 0.7 0.299
H 2.148208 2.917044 -1.307899 -0.4 0.3 -1.0 0.308
H -0.856313 4.565994 -3.266314 0.2 -0.2 0.4 0.368
H -2.009991 3.440151 -2.473680 0.3 0.4 0.1 0.320
H -0.930537 2.811406 -3.661361 0.3 0.7 0.7 0.320
Br 4.153970 2.610924 3.042297 -0.1 0.3 -0.2 -0.193
C 5.260332 1.086327 3.197184 -1.5 0.2 -0.7 0.330
C 6.565577 1.302445 3.515724 1.3 0.2 0.1 -0.460
C 7.358862 0.199001 3.778362 0.9 -0.6 0.9 -0.341
C 6.843982 -1.105734 3.765934 -0.6 -0.1 -0.2 -0.650
C 5.519634 -1.294352 3.337635 -0.4 0.5 -0.3 -0.339
C 4.725334 -0.180666 2.986910 0.4 -0.6 0.1 0.031
I 2.903666 -0.494126 1.893105 0.5 0.0 0.5 0.269
H 6.999718 2.319843 3.496335 -0.5 -0.8 0.3 0.339
H 8.379102 0.386667 4.148361 -0.4 -0.3 -0.5 0.309
H 7.427815 -2.000252 4.046199 -0.2 0.8 -0.2 0.331
H 5.039954 -2.275162 3.256313 0.5 0.2 0.0 0.358



73
Properties=species:S:1:pos:R:3:forces:R:3:mulliken_charge:R:1 method="wB97M-V/def2-TZVPD" multiplicity=1
C 0.655116 -4.789077 0.997857 -0.2 0.0 -0.1 -1.054
C 1.518921 -4.357331 -0.193516 -0.1 0.0 0.1 -0.225
C 2.927898 -3.838217 0.178109 0.0 -0.2 -0.4 -0.803
C 3.272078 -2.434822 -0.336210 0.0 0.5 -0.2 -0.800
N 3.141489 -1.355278 0.679827 0.6 -0.4 0.6 0.243
C 2.066007 -1.526481 1.645942 -0.3 0.0 0.2 -0.914
C 1.461334 -0.190623 2.105607 -0.1 0.1 -0.3 -1.247
C -0.062129 -0.310792 2.248529 0.1 -0.4 0.0 -1.169
C -0.758483 -0.249849 0.867817 -0.1 -0.3 0.2 -0.964
C -1.631264 0.975144 0.508864 0.3 0.0 -0.2 1.529
C -1.328007 1.369014 -0.941522 0.3 0.1 0.1 -2.161
O -1.881519 0.356948 -1.787804 0.0 -0.2 -0.2 -0.343
C -1.076911 -0.113064 -2.769174 0.3 0.4 0.3 0.922
F -1.787923 -0.873318 -3.560170 -0.3 -0.3 -0.3 -0.252
F -0.054853 -0.839898 -2.274293 0.0 -0.1 0.1 -0.222
F -0.519540 0.876987 -3.476041 -0.1 0.1 -0.1 -0.294
C -1.387498 2.209125 1.364279 0.0 0.1 0.2 -0.812
O -2.176292 3.292237 0.953633 0.0 -0.1 -0.5 -0.373
C -3.552702 3.032062 1.126361 -0.2 0.0 0.6 -0.881
C -4.098048 1.785112 0.416419 0.3 0.2 -0.3 -0.093
P -4.917582 2.164566 -1.235389 -0.3 0.3 0.2 0.205
C -5.069071 0.490319 -1.959276 0.0 0.1 0.1 -1.177
O -3.676020 2.839931 -2.111504 0.1 -0.3 -0.1 -0.536
N -3.121168 0.610542 0.612508 0.0 0.1 0.7 -0.148
S -3.533505 -0.265191 2.142942 -0.1 -0.1 -0.1 -0.017
C 4.330674 -0.843091 1.183571 -0.1 -0.1 -0.5 0.236
S 4.743484 -0.777938 2.766011 -0.3 0.3 0.2 -0.304
S 5.387244 -0.280441 -0.126522 -0.1 0.0 0.0 -0.200
C 6.542817 0.840052 0.695946 0.3 0.2 -0.1 -0.630
C 7.807561 0.989960 -0.168353 -0.2 -0.2 -0.2 -0.476
C 7.711489 2.135706 -1.185707 0.2 -0.2 -0.1 -1.126
H 0.098585 -3.944171 1.413408 0.1 0.0 0.1 0.155
H 1.250445 -5.229877 1.798750 0.0 0.0 0.0 0.329
H -0.094187 -5.524565 0.694832 0.1 0.0 0.0 0.368
H 0.977055 -3.587886 -0.755216 0.1 0.0 0.0 0.076
H 1.619700 -5.199502 -0.882340 0.0 0.0 0.1 0.444
H 3.085225 -3.904681 1.255405 0.1 0.1 0.0 0.454
H 3.656762 -4.512995 -0.278670 0.0 0.0 0.2 0.386
H 4.303790 -2.425302 -0.687103 -0.1 0.0 0.1 0.689
H 2.658282 -2.176528 -1.205957 -0.1 -0.1 0.1 0.210
H 2.387608 -2.089767 2.527803 0.1 -0.1 -0.1 0.542
H 1.284398 -2.118574 1.163800 0.1 0.1 -0.1 -0.013
H 1.693682 0.538725 1.320900 0.0 0.2 0.2 0.360
H 1.919220 0.152321 3.032110 0.0 -0.1 0.0 0.665
H -0.434824 0.407954 2.977739 0.0 0.1 -0.1 0.729
H -0.278021 -1.297762 2.674474 0.0 0.1 0.1 0.401
H -1.359003 -1.154201 0.729861 0.0 0.1 -0.1 0.362
H 0.025642 -0.328591 0.112789 -0.1 0.1 0.0 0.455
H -1.707754 2.350361 -1.212800 -0.3 -0.2 -0.1 0.644
H -0.240842 1.387836 -1.048796 -0.1 0.0 0.1 0.692
H -1.560023 2.011747 2.430160 0.0 0.0 -0.1 0.588
H -0.339458 2.495610 1.253817 0.0 0.0 0.0 0.291
H -4.096014 3.898315 0.751540 0.0 0.0 0.0 0.404
H -3.756500 2.954955 2.205254 0.0 0.0 0.0 0.403
H -4.995622 1.500059 0.974052 0.1 -0.1 -0.1 0.577
H -4.299431 0.310449 -2.705113 0.1 -0.1 0.0 0.330
H -5.054317 -0.318041 -1.222050 -0.1 0.0 0.0 0.323
H -6.066121 0.518916 -2.394134 0.0 -0.3 -0.2 0.680
H -3.740726 2.557592 -3.032273 0.1 0.1 0.0 0.321
H -3.297818 -0.107429 -0.097474 0.0 0.2 -0.3 0.638
H -2.512517 0.195419 2.872121 0.1 0.1 0.0 0.196
H 6.039567 1.806757 0.768097 0.0 -0.1 0.2 0.333
H 6.758330 0.472195 1.694932 0.0 -0.1 0.0 0.477
H 7.968127 0.056614 -0.716607 0.0 0.0 0.1 0.297
H 8.676985 1.108919 0.480877 -0.1 0.1 0.0 0.346
H 8.279880 1.895126 -2.087649 0.0 0.1 0.1 0.326
H 8.117903 3.065581 -0.787531 -0.2 0.0 0.0 0.318
H 6.677149 2.292961 -1.501267 0.1 0.1 0.1 0.315
O -9.178052 2.781428 -3.476563 0.0 0.0 0.0 -0.659
Cl -8.933552 2.214768 -2.178720 0.1 -0.1 0.0 1.678
O -10.088521 1.501641 -1.707552 0.0 0.0 0.0 -0.657
O -8.564249 3.246778 -1.241261 0.0 0.1 0.0 -0.663
O -7.814355 1.274552 -2.282350 -0.1 0.0 0.0 -0.727



E_tot for every record listed, in sequence, given in a.u.: -2311.9158; -4793.4617; -3677.6920.
Gap between HOMO and LUMO for every record listed, in sequence, given in eV: 4.92; 4.54; 6.61.